A molecular structure, C34H61BrGaN8O in a non-equilibrium geometry, computed with wB97M-V/def2-TZVPD.

Geometry (Å):
C -0.376 -0.349 -1.138
C -0.712 -1.282 -2.069
Ga -2.357 -2.412 -1.702
Br -2.500 -2.617 0.712
C -2.175 -4.224 -2.608
C -3.298 -5.111 -2.223
N -3.410 -5.635 -1.064
O -3.883 -1.528 -2.350
C -5.101 -1.827 -1.689
C -6.225 -1.043 -2.374
H 0.538 -0.413 -0.539
H -1.047 0.475 -0.906
H -0.120 -1.443 -2.972
H -2.204 -4.095 -3.692
H -1.251 -4.724 -2.311
H -4.084 -5.305 -2.965
H -4.251 -6.207 -1.019
H -5.024 -1.537 -0.636
H -5.293 -2.905 -1.794
H -7.170 -1.583 -2.265
H -6.317 -0.057 -1.914
H -5.980 -0.909 -3.427
C -0.043 4.842 -1.535
C -1.472 4.734 -1.028
C -1.490 4.419 0.472
C -0.825 3.144 0.744
N -0.296 2.148 0.956
H 0.498 3.901 -1.423
H -0.031 5.104 -2.595
H 0.502 5.617 -0.989
H -2.013 3.962 -1.577
H -1.997 5.676 -1.202
H -2.513 4.366 0.846
H -0.969 5.207 1.019
C 0.148 7.933 4.600
C 0.908 7.006 3.660
C 1.174 7.632 2.287
C -0.077 7.967 1.602
N -1.059 8.211 1.060
H -0.841 8.173 4.206
H 0.008 7.462 5.573
H 0.690 8.869 4.752
H 0.348 6.077 3.533
H 1.868 6.740 4.107
H 1.734 6.943 1.655
H 1.765 8.544 2.386
C 3.193 3.639 1.387
C 4.709 3.665 1.470
C 5.240 4.775 2.386
C 4.828 6.100 1.922
N 4.503 7.140 1.558
H 2.808 4.563 0.950
H 2.869 2.822 0.751
H 2.733 3.508 2.370
H 5.111 3.789 0.464
H 5.065 2.704 1.843
H 6.331 4.754 2.428
H 4.863 4.642 3.401
C 5.172 4.797 -4.453
C 3.958 4.036 -4.971
C 2.756 4.157 -4.028
C 3.060 3.599 -2.711
N 3.257 3.155 -1.672
H 5.509 4.393 -3.500
H 6.004 4.718 -5.152
H 4.939 5.856 -4.319
H 4.213 2.984 -5.104
H 3.676 4.424 -5.952
H 1.891 3.624 -4.424
H 2.477 5.206 -3.905
C -5.007 -10.714 -0.064
C -5.758 -9.433 0.280
C -6.573 -8.883 -0.894
C -5.689 -8.562 -2.014
N -4.931 -8.310 -2.837
H -4.279 -10.546 -0.858
H -4.464 -11.084 0.806
H -5.694 -11.499 -0.390
H -5.046 -8.674 0.609
H -6.432 -9.626 1.118
H -7.094 -7.973 -0.594
H -7.321 -9.603 -1.230
C 7.481 1.991 0.478
C 8.417 1.123 -0.357
C 8.821 1.779 -1.683
C 7.652 2.038 -2.522
N 6.714 2.240 -3.153
H 6.542 2.173 -0.042
H 7.245 1.496 1.420
H 7.941 2.956 0.708
H 7.936 0.166 -0.560
H 9.323 0.911 0.214
H 9.500 1.131 -2.239
H 9.332 2.726 -1.502
C -3.982 -7.046 3.687
C -3.740 -7.953 4.889
C -4.298 -9.369 4.687
C -5.745 -9.344 4.476
N -6.878 -9.316 4.296
H -5.048 -6.904 3.504
H -3.546 -6.062 3.851
H -3.533 -7.459 2.782
H -4.192 -7.510 5.778
H -2.668 -8.028 5.078
H -4.093 -9.995 5.557
H -3.832 -9.837 3.818

Atoms 1-6, force components in eV/Å:
0.44 -0.52 -0.38
-1.34 1.13 -0.54
0.02 1.05 -0.94
-0.09 0.01 -0.14
-0.47 -0.57 0.13
-0.23 -0.06 0.35

* E: -6344.16632 Ha
* largest force on an atom: 2.2 eV/A
* net charge: -1


12 unconnected molecules or ions with the total composition C34H61N7O15 in a non-equilibrium geometry, computed with wB97M-V/def2-TZVPD.

Geometry (Å):
C 3.986 4.533 4.046
C 3.009 3.442 3.690
O 3.876 2.310 3.495
C 3.231 1.155 3.584
O 2.165 1.028 4.143
O 4.002 0.226 2.965
C 3.479 -1.143 3.268
H 3.537 5.489 4.070
H 4.839 4.526 3.360
H 4.399 4.319 5.068
H 2.469 3.640 2.760
H 2.280 3.274 4.476
H 3.501 -1.333 4.314
H 4.177 -1.852 2.806
H 2.493 -1.313 2.794
C 5.316 -2.811 -3.471
C 4.541 -2.998 -2.152
O 5.339 -2.445 -1.046
C 5.324 -1.168 -0.888
O 4.550 -0.467 -1.449
O 6.412 -0.832 -0.181
C 6.433 0.559 0.299
H 5.223 -1.782 -3.863
H 4.914 -3.533 -4.207
H 6.355 -3.057 -3.400
H 4.327 -3.993 -1.857
H 3.568 -2.501 -2.187
H 5.788 0.666 1.178
H 6.158 1.204 -0.523
H 7.489 0.767 0.588
C -5.062 -1.458 -3.292
C -6.200 -0.432 -2.915
O -5.734 0.728 -2.185
C -5.147 0.404 -0.983
O -5.252 -0.629 -0.351
O -4.504 1.498 -0.631
C -3.886 1.368 0.637
H -4.438 -1.783 -2.511
H -4.427 -1.052 -4.077
H -5.540 -2.399 -3.638
H -7.034 -0.958 -2.426
H -6.553 -0.059 -3.899
H -4.605 1.404 1.421
H -3.260 2.256 0.865
H -3.333 0.472 0.687
C -6.047 -4.052 2.838
C -5.625 -2.974 1.837
O -4.394 -2.375 2.222
C -3.198 -2.925 2.036
O -2.202 -2.215 2.229
O -3.139 -4.146 1.540
C -1.879 -4.756 1.265
H -6.216 -3.716 3.837
H -5.332 -4.877 2.816
H -6.985 -4.416 2.469
H -6.212 -2.063 1.986
H -5.747 -3.241 0.784
H -2.113 -5.795 1.092
H -1.267 -4.649 2.167
H -1.256 -4.375 0.456
C -1.861 -2.177 -1.806
C -0.426 -1.680 -1.969
O 0.171 -1.218 -0.692
C -0.182 0.059 -0.355
O -0.912 0.779 -0.966
O 0.313 0.218 0.829
C -0.081 1.460 1.492
H -2.421 -1.473 -1.158
H -1.973 -3.160 -1.348
H -2.249 -2.143 -2.831
H -0.493 -0.787 -2.596
H 0.226 -2.401 -2.422
H -1.028 1.308 1.979
H -0.169 2.199 0.734
H 0.602 1.758 2.291
C 4.576 3.905 -1.234
C 5.812 3.655 -0.532
N 6.774 3.585 0.117
H 4.644 3.508 -2.267
H 4.355 4.950 -1.195
H 3.883 3.375 -0.605
C 0.487 -3.374 -4.695
C 0.466 -4.016 -6.080
N 0.330 -4.543 -7.108
H 1.514 -3.314 -4.356
H 0.013 -4.065 -3.984
H 0.023 -2.390 -4.780
C 1.988 -3.364 0.494
C 1.576 -4.243 -0.619
N 1.217 -4.869 -1.531
H 1.120 -2.863 0.868
H 2.743 -2.624 0.149
H 2.313 -4.032 1.251
C -0.833 0.925 5.075
C -0.832 2.357 4.863
N -0.966 3.466 4.594
H -1.242 0.890 6.073
H 0.197 0.556 5.098
H -1.468 0.352 4.362
C -0.579 4.692 -2.114
C 0.658 4.919 -1.311
N 1.634 5.049 -0.703
H -1.298 4.145 -1.513
H -0.348 4.061 -2.966
H -0.953 5.683 -2.379
C -2.687 1.711 -3.763
C -1.935 0.804 -4.590
N -1.227 0.018 -5.068
H -3.497 1.155 -3.241
H -3.087 2.518 -4.380
H -2.083 2.087 -2.957
C -1.245 5.890 2.303
C -2.175 5.157 1.430
N -2.835 4.707 0.614
H -1.317 6.958 2.050
H -0.233 5.524 2.158
H -1.592 5.658 3.333

Atoms 1-6, force components in eV/Å:
0.95 -0.92 0.99
0.65 0.87 0.02
-0.70 -0.35 -0.31
0.76 0.13 -0.21
0.43 -0.89 -0.53
-1.84 -1.35 1.36

* SMILES string: CCOC(=O)OC.CCOC(=O)OC.CCOC(=O)OC.CCOC(=O)OC.CCOC(=O)OC.CC#N.CC#N.CC#N.CC#N.CC#N.CC#N.CC#N
* E: -2843.95671 Ha
* largest force on an atom: 3.6 eV/A


9 unconnected molecules or ions with the total composition C34H62Br17NO2P, computed with wB97M-V/def2-TZVPD.

Geometry (Å):
C 4.863 0.448 0.558
C 4.877 1.952 0.229
C 4.710 2.176 -1.270
C 5.101 3.565 -1.782
C 4.172 4.697 -1.286
C 2.727 4.336 -0.972
C 1.865 4.044 -2.203
C 0.446 3.613 -1.903
C 0.117 2.924 -0.740
C -1.185 2.498 -0.518
C -2.167 2.749 -1.451
C -1.850 3.437 -2.614
C -0.549 3.862 -2.834
C 5.095 3.518 -3.319
N 6.109 4.428 -3.958
C 7.492 4.441 -3.346
C 7.557 3.667 -2.036
C 7.978 2.187 -2.148
C 7.700 1.410 -3.435
P 8.836 4.642 -0.988
O 9.118 3.607 0.207
Br 10.592 4.344 -2.357
O 6.402 3.906 -1.267
H 4.450 0.263 1.547
H 4.302 -0.124 -0.179
H 5.881 0.054 0.571
H 5.821 2.374 0.567
H 4.082 2.428 0.799
H 5.343 1.441 -1.778
H 3.688 1.931 -1.572
H 4.650 5.110 -0.398
H 4.173 5.502 -2.032
H 2.283 5.201 -0.472
H 2.682 3.522 -0.258
H 2.323 3.235 -2.785
H 1.846 4.936 -2.834
H 0.880 2.730 -0.001
H -1.421 1.950 0.384
H -3.180 2.411 -1.286
H -2.611 3.636 -3.356
H -0.307 4.395 -3.746
H 4.124 3.832 -3.695
H 5.266 2.512 -3.694
H 5.723 5.370 -3.983
H 6.197 4.135 -4.929
H 7.714 5.493 -3.149
H 8.219 4.091 -4.069
H 7.498 1.660 -1.321
H 9.050 2.119 -1.984
H 8.328 0.519 -3.446
H 7.954 1.957 -4.344
H 6.675 1.044 -3.506
H 9.357 2.699 -0.044
Br 10.017 -3.404 -0.953
C 9.250 -2.334 0.472
C 8.836 -0.974 -0.021
Br 10.379 0.182 -0.313
H 9.992 -2.276 1.261
H 8.380 -2.882 0.828
H 8.222 -0.466 0.720
H 8.304 -1.030 -0.966
Br -1.860 -1.499 2.045
C -0.808 -2.434 0.705
C 0.642 -2.039 0.755
Br 0.895 -0.252 0.024
H -1.262 -2.208 -0.255
H -0.922 -3.495 0.918
H 1.242 -2.709 0.143
H 1.031 -2.020 1.768
Br -5.313 -2.206 0.302
C -5.996 -2.822 2.022
C -5.125 -3.911 2.581
Br -5.339 -5.580 1.612
H -7.021 -3.139 1.854
H -5.981 -1.953 2.676
H -5.382 -4.118 3.617
H -4.072 -3.657 2.509
Br -9.619 -4.079 1.276
C -8.976 -3.184 -0.327
C -10.092 -2.858 -1.282
Br -10.731 -4.435 -2.218
H -8.233 -3.841 -0.770
H -8.493 -2.271 0.016
H -9.739 -2.177 -2.053
H -10.949 -2.425 -0.776
Br -5.967 0.326 4.326
C -6.512 1.746 3.113
C -7.984 1.692 2.805
Br -8.398 0.261 1.551
H -5.909 1.641 2.217
H -6.257 2.671 3.624
H -8.305 2.608 2.316
H -8.586 1.521 3.689
Br -1.070 -7.641 0.723
C -2.454 -8.979 0.440
C -3.465 -8.985 1.553
Br -2.764 -9.803 3.171
H -1.945 -9.932 0.340
H -2.928 -8.715 -0.503
H -4.331 -9.580 1.271
H -3.781 -7.983 1.826
Br -2.971 -5.169 -1.582
C -3.874 -3.738 -2.535
C -5.331 -4.048 -2.753
Br -5.594 -5.371 -4.151
H -3.336 -3.589 -3.466
H -3.775 -2.856 -1.905
H -5.863 -3.158 -3.082
H -5.796 -4.442 -1.855
Br -8.358 2.770 6.404
C -8.734 1.309 7.633
C -7.837 1.347 8.841
Br -6.030 0.765 8.429
H -8.620 0.391 7.064
H -9.773 1.433 7.927
H -8.205 0.661 9.601
H -7.755 2.345 9.258

Atoms 1-6, force components in eV/Å:
0.33 0.15 -0.01
-0.13 -0.41 0.17
0.18 -0.16 0.02
-0.34 0.04 0.13
0.29 -0.12 0.08
-0.29 0.40 -0.25

* E: -45637.38574 Ha
* largest force on an atom: 0.8 eV/A
* net charge: +1


3 unconnected molecules or ions with the total composition C34H62Br2F2N3O10S in a non-equilibrium geometry, computed with wB97M-V/def2-TZVPD.

Geometry (Å):
C -0.973 0.440 -5.664
C -0.992 -0.987 -4.969
C 0.154 -1.153 -3.843
C -0.412 -2.107 -2.726
C -0.872 -1.442 -1.461
C -0.817 0.087 -1.170
Br -1.847 1.161 -2.497
C 0.679 0.657 -0.977
C 1.783 -0.468 -0.947
C -1.418 -2.294 -0.398
C -1.954 -1.783 0.968
O -2.903 -1.064 0.989
O -1.346 -2.096 2.186
F -0.083 -2.582 1.925
C -1.429 -3.750 -0.640
Br -2.166 -4.867 0.793
C -0.917 -4.339 -1.894
S -0.970 -6.147 -1.954
O -2.366 -6.528 -1.849
O -0.371 -6.786 -3.099
F -0.096 -6.635 -0.652
N -0.449 -3.482 -2.898
C 0.022 -4.085 -4.194
C 1.507 -4.619 -4.101
C 2.482 -3.796 -3.159
C 2.666 -4.430 -1.715
C 3.787 -3.550 -0.971
C 3.480 -3.295 0.557
C 4.408 -2.102 1.040
C 4.010 -1.488 2.433
O 2.586 -1.355 2.636
C 2.328 -0.815 3.892
C 0.853 -0.615 4.418
O 3.212 -0.477 4.646
H -1.792 1.117 -5.292
H 0.037 0.921 -5.650
H -1.223 0.269 -6.755
H -0.865 -1.734 -5.806
H -1.996 -1.236 -4.515
H 0.432 -0.146 -3.461
H 1.031 -1.599 -4.381
H -1.322 0.341 -0.196
H 0.747 1.333 -0.079
H 0.888 1.313 -1.867
H 2.067 -0.833 -1.977
H 2.727 0.009 -0.547
H 1.561 -1.323 -0.260
H -0.018 -3.360 -5.041
H -0.726 -4.881 -4.475
H 1.935 -4.529 -5.144
H 1.606 -5.694 -3.819
H 3.504 -3.861 -3.641
H 2.253 -2.703 -3.081
H 1.749 -4.365 -1.072
H 3.103 -5.468 -1.771
H 3.772 -2.543 -1.475
H 4.818 -3.968 -1.104
H 3.744 -4.174 1.217
H 2.384 -3.106 0.709
H 5.445 -2.529 1.169
H 4.492 -1.284 0.276
H 4.454 -0.450 2.497
H 4.508 -2.089 3.248
H 0.380 0.283 3.942
H 0.244 -1.546 4.288
H 0.893 -0.407 5.523
C 3.903 2.286 5.702
O 4.247 3.597 6.112
C 3.118 4.443 6.326
C 2.899 4.707 7.813
N 2.421 3.510 8.504
C 2.473 3.601 9.964
C 3.834 3.842 10.630
O 4.744 2.757 10.525
C 5.439 2.678 9.292
H 4.812 1.792 5.354
H 3.504 1.696 6.532
H 3.182 2.296 4.879
H 2.215 4.055 5.847
H 3.356 5.396 5.844
H 2.157 5.506 7.927
H 3.848 5.059 8.226
H 2.980 2.718 8.214
H 2.084 2.652 10.346
H 1.776 4.379 10.292
H 3.647 3.962 11.701
H 4.306 4.777 10.305
H 5.664 3.663 8.877
H 4.871 2.080 8.574
H 6.380 2.155 9.468
C -6.869 4.328 -7.222
O -7.601 4.032 -6.046
C -8.233 2.753 -6.073
C -7.535 1.773 -5.134
N -6.218 1.389 -5.644
C -5.379 0.698 -4.667
C -5.025 1.427 -3.363
O -4.158 2.546 -3.528
C -4.808 3.740 -3.943
H -6.616 5.390 -7.202
H -5.931 3.765 -7.266
H -7.458 4.133 -8.123
H -8.314 2.354 -7.087
H -9.250 2.908 -5.703
H -8.154 0.875 -5.031
H -7.463 2.255 -4.154
H -5.730 2.219 -5.952
H -4.438 0.465 -5.179
H -5.846 -0.261 -4.419
H -4.472 0.718 -2.744
H -5.908 1.704 -2.778
H -5.810 3.837 -3.520
H -4.845 3.791 -5.034
H -4.208 4.587 -3.605

Atoms 1-6, force components in eV/Å:
-0.79 -0.57 -0.83
-0.12 0.23 -0.24
-1.15 -1.13 -1.12
0.29 1.20 1.27
-1.04 -1.90 0.96
0.90 0.42 0.71

* E: -7994.70720 Ha
* largest force on an atom: 4.6 eV/A
* net charge: +1